Record 1
{"formula": "C3H6ClN3O2S", "method": "the ωB97M-V functional and the def2-TZVPD basis", "elements": ["C", "C", "C", "N", "N", "N", "O", "O", "S", "Cl", "H", "H", "H", "H", "H", "H"], "positions_angstrom": [[-0.0227, -2.4925, -0.0936], [0.7628, -0.1921, 0.5502], [-0.6031, 1.6392, -0.3072], [-0.7380, -1.8320, -0.9147], [-0.7186, -0.5859, -1.1999], [-0.1628, 0.2544, -0.3878], [2.2757, -1.0774, -1.3618], [3.0888, -1.3306, 0.9648], [2.3553, -0.5967, -0.0012], [3.3966, 1.1494, -0.1440], [1.0316, -2.1516, 0.2232], [-0.5353, -3.2998, 0.4372], [0.7175, 0.4760, 1.3984], [-1.1038, 1.8539, -1.3577], [-1.3757, 1.5868, 0.3425], [0.0364, 2.4891, -0.0529]], "gap_ev": [8.502, 8.503], "fmax_ev_per_a": 4.88, "total_charge": 0, "e_tot_ha": -1290.83900}

Record 2
{"formula": "C4H7NO", "method": "the ωB97M-V functional and the def2-TZVPD basis", "elements": ["C", "C", "O", "C", "C", "N", "H", "H", "H", "H", "H", "H", "H"], "positions_angstrom": [[0.0001, -1.1025, 1.6324], [-0.3124, -0.7864, 0.1881], [-0.8132, -1.5869, -0.5694], [-0.0724, 0.6463, -0.2602], [0.6504, 1.1528, -1.7534], [-0.7554, 1.0238, -1.4424], [-0.7090, -0.5807, 2.2859], [1.0031, -0.7531, 1.8970], [-0.0797, -2.1766, 1.8123], [0.0431, 1.3758, 0.5301], [1.1609, 0.4341, -0.8887], [0.9261, 2.1952, -1.5264], [-1.1201, 0.1694, -1.8552]], "de_lowest_kj_mol": 439.5, "gap_ev": 9.528, "fmax_ev_per_a": 1.70, "total_charge": 0, "e_tot_ha": -286.46424}

Record 3
{"formula": "C6H15NO2", "method": "the ωB97M-V functional and the def2-TZVPD basis", "elements": ["C", "C", "O", "C", "N", "C", "C", "C", "O", "H", "H", "H", "H", "H", "H", "H", "H", "H", "H", "H", "H", "H", "H", "H"], "positions_angstrom": [[-2.2222, 0.2056, -0.6046], [-1.5437, -0.6254, 0.4828], [-1.8300, -0.1003, 1.7584], [-0.0094, -0.8342, 0.3043], [0.3319, -1.7273, -0.7906], [0.8533, 0.4614, 0.1991], [2.2725, 0.1107, 0.6577], [0.9391, 1.0344, -1.2174], [0.3138, 1.4856, 1.0318], [-1.8983, 1.2415, -0.5378], [-3.2991, 0.1744, -0.4524], [-2.0032, -0.1849, -1.5956], [-1.9899, -1.6307, 0.4884], [-1.4930, 0.8078, 1.7573], [0.3040, -1.3391, 1.2293], [-0.0638, -1.3842, -1.6588], [-0.0611, -2.6466, -0.6198], [2.6487, -0.7131, 0.0592], [2.2755, -0.1929, 1.7043], [2.9292, 0.9700, 0.5411], [1.5122, 1.9576, -1.1780], [1.4466, 0.3301, -1.8679], [-0.0393, 1.2635, -1.6219], [0.6262, 1.3360, 1.9310]], "smiles": "C[C@H](O)[C@@H](N)C(C)(C)O", "de_lowest_kj_mol": 88.7, "gap_ev": 9.923, "fmax_ev_per_a": 0.77, "total_charge": 0, "e_tot_ha": -442.84742}

Please write out number 2 again, unchanged.
{"formula": "C4H7NO", "method": "the ωB97M-V functional and the def2-TZVPD basis", "elements": ["C", "C", "O", "C", "C", "N", "H", "H", "H", "H", "H", "H", "H"], "positions_angstrom": [[0.0001, -1.1025, 1.6324], [-0.3124, -0.7864, 0.1881], [-0.8132, -1.5869, -0.5694], [-0.0724, 0.6463, -0.2602], [0.6504, 1.1528, -1.7534], [-0.7554, 1.0238, -1.4424], [-0.7090, -0.5807, 2.2859], [1.0031, -0.7531, 1.8970], [-0.0797, -2.1766, 1.8123], [0.0431, 1.3758, 0.5301], [1.1609, 0.4341, -0.8887], [0.9261, 2.1952, -1.5264], [-1.1201, 0.1694, -1.8552]], "de_lowest_kj_mol": 439.5, "gap_ev": 9.528, "fmax_ev_per_a": 1.70, "total_charge": 0, "e_tot_ha": -286.46424}